# 1
# C15H24MgNS3

A structure of composition C15H24MgNS3 (ωB97M-V/def2-TZVPD, the OMol25 dataset).

molar mass: 338.87 g/mol
HOMO-LUMO gap: 7.969 eV
E_HOMO: -11.16 eV
E_LUMO: -3.19 eV
charge: +1

The geometry in XYZ format:
```
44
Properties=species:S:1:pos:R:3:nbo_charge:R:1
Mg 0.3560 -0.3442 -1.2925 1.605
C 0.0591 -3.0750 0.2966 -0.433
N -0.1766 -2.4848 -1.0306 -0.561
C 0.4576 -3.3580 -2.0379 -0.431
C -1.6520 -2.4405 -1.2812 -0.277
C -2.3094 -1.1269 -0.9190 -0.008
C -3.5930 -1.1566 -0.3794 -0.244
C -4.2998 0.0247 -0.2211 -0.204
C -3.7183 1.2240 -0.6120 -0.221
C -2.4261 1.2345 -1.1136 -0.214
C -1.6724 0.0703 -1.2759 -0.672
H -0.3168 -4.1030 0.3200 0.205
H -0.4808 -2.5040 1.0509 0.209
H 1.1214 -3.0850 0.5311 0.215
H 0.0295 -4.3650 -2.0094 0.206
H 1.5271 -3.4354 -1.8373 0.208
H 0.3046 -2.9493 -3.0369 0.209
H -2.1212 -3.2871 -0.7704 0.202
H -1.7912 -2.6030 -2.3526 0.214
H -4.0474 -2.1023 -0.1044 0.209
H -5.2994 0.0090 0.1923 0.221
H -4.2736 2.1479 -0.5128 0.218
H -1.9977 2.1969 -1.3826 0.186
C 0.9298 3.3783 0.8709 -0.548
C 1.1854 3.3872 -0.6287 -0.526
S 1.8092 1.8752 -1.4018 0.156
C 3.3352 1.4724 -0.5379 -0.557
C 3.2152 0.7966 0.8304 -0.545
S 1.9920 -0.5354 0.8683 0.121
C 0.9578 -0.2187 2.3392 -0.513
C 0.6482 1.2273 2.6883 -0.552
S -0.2491 2.1047 1.3872 0.232
H 0.5233 4.3572 1.1306 0.248
H 1.8601 3.2775 1.4267 0.216
H 1.8908 4.1786 -0.8881 0.243
H 0.2630 3.5929 -1.1741 0.252
H 3.9389 2.3772 -0.4491 0.251
H 3.8731 0.8192 -1.2275 0.245
H 2.9706 1.5147 1.6059 0.229
H 4.1843 0.3690 1.0862 0.249
H 1.4172 -0.7250 3.1887 0.240
H 0.0232 -0.7314 2.1122 0.240
H 1.5370 1.7880 2.9740 0.222
H 0.0154 1.2072 3.5774 0.255
```

***

# 2
# C15H24N10Ti

A structure of composition C15H24N10Ti (ωB97M-V/def2-TZVPD, the OMol25 dataset).

spin multiplicity: 3
molar mass: 392.29 g/mol
<S²>: 2.02
HOMO-LUMO gap (alpha / beta): 5.439 / 8.710 eV
E_HOMO (alpha / beta): -12.30 / -15.65 eV
E_LUMO (alpha / beta): -6.86 / -6.94 eV
charge: +2

The geometry in XYZ format:
```
50
Properties=species:S:1:pos:R:3:nbo_charge:R:1
Ti 0.1136 -0.8392 -0.2999 1.374
N 1.6297 0.5902 0.5948 -0.870
C 1.5307 2.0462 0.3024 -0.236
C 1.8567 2.4181 -1.1821 -0.424
C 0.6793 1.9968 -2.1390 -0.214
N 0.5103 0.4933 -2.0445 -0.908
H 1.7892 0.5275 1.6147 0.401
H 2.4977 0.2527 0.1477 0.398
H 2.2757 2.5484 0.9544 0.214
H 0.6565 2.5485 0.6598 0.211
H 2.7290 1.8658 -1.5333 0.203
H 2.1673 3.4812 -1.2602 0.261
H 0.9954 2.2159 -3.1815 0.222
H -0.2506 2.5225 -1.8300 0.206
H 1.3910 0.0482 -2.2882 0.410
H -0.3225 0.2943 -2.7506 0.427
N -2.3363 -0.5541 -2.6822 -0.792
C -2.6180 0.0952 -1.5193 0.631
N -3.5636 1.0242 -1.5700 -0.540
C -3.6640 1.8410 -0.5157 0.615
N -4.4899 2.8845 -0.5080 -0.718
N -2.9477 1.6784 0.6890 -0.485
C -2.1144 0.6262 0.6754 0.414
N -1.8835 -0.1810 -0.4498 -0.655
C -1.3795 0.2917 1.8383 0.141
C -0.9938 1.2944 2.7456 -0.208
C -0.2217 1.0093 3.8264 -0.133
C 0.2120 -0.3589 4.0069 -0.199
C 0.0633 -1.2458 2.9026 0.031
N -0.6921 -0.8893 1.7588 -0.484
H -2.8630 -0.1641 -3.4242 0.429
H -2.2146 -1.5503 -2.6220 0.411
H -5.1865 3.0259 -1.2309 0.429
H -4.7425 3.3138 0.3564 0.425
H -1.4595 2.2796 2.5536 0.271
H 0.1094 1.7729 4.5300 0.260
H 0.6066 -0.6533 4.9641 0.261
H 0.3186 -2.2734 2.8335 0.223
C 3.6502 -2.5394 -0.1582 -0.689
C 2.1598 -2.7555 -0.3569 0.460
N 1.4302 -2.0238 -1.2446 -0.590
C 0.1488 -2.6356 -1.2845 -0.360
C 0.1535 -3.6589 -0.3665 -0.052
N 1.4283 -3.7812 0.1521 -0.503
H 3.9474 -1.5718 -0.5842 0.247
H 4.3903 -3.2042 -0.6510 0.292
H 3.8960 -2.6842 0.9897 0.248
H -0.4759 -2.6532 -2.2109 0.234
H -0.6245 -4.3954 -0.1443 0.260
H 1.7075 -4.3739 0.9362 0.455
```

***

# 3
# C15H24N3O3ReS2SbSe3Te

A structure of composition C15H24N3O3ReS2SbSe3Te (ωB97M-V/def2-TZVPD, the OMol25 dataset).

spin multiplicity: 4
molar mass: 1030.96 g/mol
<S²>: 3.78
HOMO-LUMO gap (alpha / beta): 7.208 / 6.406 eV
E_HOMO (alpha / beta): -7.25 / -7.53 eV
E_LUMO (alpha / beta): -0.04 / -1.12 eV
charge: 0

The geometry in XYZ format:
```
53
Properties=species:S:1:pos:R:3:nbo_charge:R:1
Re 0.3593 -0.9810 -0.0407 0.856
Se -0.0321 -0.5218 2.4584 -0.307
Se 1.5651 -1.8764 3.5309 -0.174
Te 3.5810 -1.2752 2.1802 0.251
Se 2.6207 -1.9429 -0.0426 -0.205
C -0.0988 0.1402 -3.8048 -0.623
C -0.6456 -1.0036 -2.9649 0.093
C -0.9165 -2.2437 -3.8014 -0.614
O 0.2975 -1.3336 -1.9607 -0.764
H -0.7989 0.4022 -4.6007 0.205
H 0.8506 -0.1568 -4.2536 0.216
H 0.0819 1.0261 -3.1959 0.222
H -1.5873 -0.6829 -2.4992 0.152
H 0.0190 -2.6162 -4.2225 0.214
H -1.6026 -2.0155 -4.6185 0.211
H -1.3611 -3.0353 -3.1937 0.193
C -0.7032 -4.4191 2.1573 -0.985
Sb -0.6998 -3.4339 0.2880 1.373
C 0.1359 -4.9128 -0.9770 -0.990
C -2.7626 -3.5591 -0.2155 -0.999
H -1.2533 -5.3546 2.0651 0.230
H -1.1781 -3.7731 2.8930 0.249
H 0.3233 -4.6101 2.4581 0.254
H -0.4952 -5.7997 -0.9938 0.231
H 1.1237 -5.1644 -0.5946 0.248
H 0.2396 -4.5029 -1.9795 0.248
H -3.0808 -4.6003 -0.2112 0.235
H -2.9239 -3.1323 -1.2045 0.237
H -3.3436 -3.0006 0.5172 0.236
N 1.7220 5.4949 4.3116 -0.790
C 1.7121 4.7456 3.1470 0.196
C 2.0787 3.3951 3.1735 -0.259
C 2.1143 2.6572 2.0107 -0.142
C 1.7820 3.2595 0.8026 -0.441
C 1.4112 4.5960 0.7585 -0.089
C 1.3814 5.3369 1.9258 -0.301
S 1.8171 2.3092 -0.6710 2.358
O 1.3250 3.1469 -1.7343 -0.954
O 3.0713 1.6377 -0.7861 -0.918
N 0.6937 1.1454 -0.3970 -0.948
C -0.6194 1.4104 -0.4692 0.268
S -1.5294 2.8249 -0.8397 0.463
C -2.9883 1.9148 -0.5729 -0.455
C -2.7166 0.6368 -0.2530 -0.024
N -1.3729 0.3479 -0.1989 -0.594
H 1.6558 4.9785 5.1726 0.383
H 1.1663 6.3336 4.3062 0.381
H 2.3311 2.9260 4.1170 0.214
H 2.3885 1.6103 2.0408 0.242
H 1.1526 5.0446 -0.1907 0.233
H 1.1017 6.3831 1.8966 0.211
H -3.9528 2.3804 -0.6775 0.249
H -3.4397 -0.1364 -0.0454 0.224
```